#1
A structure of composition C28H30Br2INO5PPt. Source: the Open Molecules 2025 dataset; level of theory: ωB97M-V/def2-TZVPD.

As for the charge: -1. The value obtained for the HOMO-LUMO gap is 0.2518 Ha.

Atoms and positions in Å:
1 Pt 0.222 0.887 -0.291
2 I 2.659 1.405 -1.113
3 C 2.499 3.301 -0.291
4 C 3.596 4.111 -0.279
5 C 3.459 5.427 0.216
6 C 2.238 5.869 0.629
7 C 1.093 5.030 0.598
8 C -0.175 5.524 0.980
9 C -1.261 4.702 0.924
10 C -1.137 3.351 0.532
11 C 0.074 2.791 0.174
12 C 1.211 3.679 0.164
13 H 4.551 3.762 -0.648
14 H 4.323 6.079 0.247
15 H 2.117 6.885 0.988
16 H -0.263 6.556 1.298
17 H -2.240 5.083 1.191
18 H -2.022 2.736 0.514
19 C 2.230 -0.213 2.643
20 C 0.781 -0.149 3.036
21 C 0.371 -0.335 4.380
22 C -0.954 -0.288 4.690
23 C -1.909 -0.052 3.674
24 C -3.309 0.018 3.873
25 Br -4.059 -0.234 5.608
26 C -4.141 0.277 2.828
27 C -3.626 0.476 1.537
28 Br -4.841 0.872 0.141
29 C -2.272 0.407 1.233
30 O -1.828 0.600 0.035
31 C -1.405 0.132 2.370
32 N -0.089 0.076 2.093
33 H 2.824 -0.701 3.416
34 H 2.630 0.792 2.483
35 H 2.331 -0.762 1.706
36 H 1.114 -0.519 5.145
37 H -1.290 -0.431 5.709
38 H -5.209 0.338 2.985
39 C -2.740 -0.285 -3.381
40 C -1.490 -1.143 -3.492
41 C -0.271 -0.266 -3.745
42 C -1.631 -2.197 -4.581
43 O -1.417 -1.834 -2.240
44 P -0.177 -2.321 -1.392
45 O -0.587 -3.419 -0.498
46 O 0.544 -1.143 -0.759
47 O 0.783 -2.831 -2.601
48 C 2.090 -3.399 -2.436
49 C 2.425 -3.960 -3.809
50 C 3.092 -2.315 -2.054
51 C 2.089 -4.511 -1.392
52 H -2.939 0.216 -4.331
53 H -2.611 0.459 -2.594
54 H -3.596 -0.909 -3.121
55 H -0.429 0.294 -4.669
56 H 0.635 -0.866 -3.845
57 H -0.124 0.448 -2.928
58 H -1.766 -1.714 -5.552
59 H -2.496 -2.830 -4.379
60 H -0.741 -2.827 -4.613
61 H 2.442 -3.159 -4.550
62 H 1.669 -4.689 -4.105
63 H 3.401 -4.450 -3.796
64 H 3.072 -1.511 -2.795
65 H 4.101 -2.733 -2.014
66 H 2.837 -1.901 -1.079
67 H 1.361 -5.278 -1.656
68 H 1.811 -4.131 -0.410
69 H 3.085 -4.958 -1.342



#2
A structure of composition C28H30Br2INO5PPt. Source: the Open Molecules 2025 dataset; level of theory: ωB97M-V/def2-TZVPD.

As for the charge: -1. The value obtained for the HOMO-LUMO gap is 0.2555 Ha.

Atoms and positions in Å:
1 Pt -0.034 -1.288 0.856
2 I -1.830 -3.831 0.456
3 C -3.366 -2.431 0.729
4 C -4.625 -2.953 0.628
5 C -5.756 -2.130 0.793
6 C -5.586 -0.808 1.061
7 C -4.292 -0.244 1.175
8 C -4.166 1.137 1.449
9 C -2.931 1.699 1.565
10 C -1.778 0.910 1.398
11 C -1.826 -0.437 1.108
12 C -3.121 -1.049 1.004
13 H -4.753 -4.007 0.425
14 H -6.748 -2.557 0.705
15 H -6.443 -0.156 1.189
16 H -5.067 1.730 1.561
17 H -2.830 2.758 1.776
18 H -0.810 1.388 1.478
19 C 2.430 -2.477 -1.395
20 C 2.912 -2.186 -0.010
21 C 4.296 -2.248 0.287
22 C 4.748 -2.054 1.552
23 C 3.824 -1.819 2.598
24 C 4.158 -1.670 3.962
25 Br 5.980 -1.732 4.517
26 C 3.190 -1.484 4.906
27 C 1.842 -1.431 4.536
28 Br 0.530 -1.186 5.871
29 C 1.425 -1.540 3.212
30 O 0.185 -1.490 2.857
31 C 2.465 -1.746 2.234
32 N 2.044 -1.902 0.937
33 H 3.145 -3.122 -1.908
34 H 2.312 -1.564 -1.983
35 H 1.453 -2.957 -1.361
36 H 4.990 -2.456 -0.517
37 H 5.806 -2.096 1.773
38 H 3.460 -1.379 5.948
39 C 2.069 2.876 0.611
40 C 2.221 2.113 -0.697
41 C 3.588 1.446 -0.792
42 C 1.987 3.047 -1.880
43 O 1.254 1.047 -0.610
44 P 0.429 0.356 -1.789
45 O 1.235 0.181 -3.021
46 O -0.159 -0.921 -1.190
47 O -0.739 1.446 -1.977
48 C -1.925 1.277 -2.786
49 C -2.947 0.449 -2.019
50 C -2.438 2.696 -2.987
51 C -1.596 0.632 -4.128
52 H 2.762 3.720 0.644
53 H 2.274 2.220 1.459
54 H 1.048 3.250 0.701
55 H 4.386 2.192 -0.777
56 H 3.652 0.876 -1.720
57 H 3.727 0.763 0.049
58 H 2.710 3.865 -1.828
59 H 0.980 3.465 -1.840
60 H 2.100 2.519 -2.824
61 H -3.244 0.967 -1.106
62 H -2.527 -0.517 -1.743
63 H -3.833 0.289 -2.638
64 H -2.570 3.176 -2.016
65 H -3.399 2.681 -3.506
66 H -1.728 3.280 -3.574
67 H -1.242 -0.390 -3.996
68 H -0.813 1.190 -4.642
69 H -2.497 0.616 -4.745



It is #2 that is most stable; the runner-up trails by 19.6 kcal/mol.



#1
A cluster of 2 separate species, C6H7NO2 in total. Source: the Open Molecules 2025 dataset; level of theory: ωB97M-V/def2-TZVPD.

The value obtained for the HOMO-LUMO gap (alpha / beta) is 0.2787 / 0.2677 Ha.

Atoms and positions in Å:
1 C -0.747 -0.447 1.793
2 C -0.714 0.257 0.623
3 C 0.421 0.383 2.328
4 C 0.640 0.432 0.848
5 C 1.850 0.066 0.100
6 C -2.107 -0.147 -1.444
7 N -0.978 -0.410 -2.193
8 O -0.381 0.536 -2.702
9 O -0.608 -1.575 -2.299
10 H 0.129 1.300 2.825
11 H 1.166 -0.172 2.897
12 H 1.703 0.227 -0.966
13 H 2.094 -0.986 0.260
14 H 2.692 0.666 0.444
15 H -2.652 -0.977 -1.040
16 H -2.507 0.848 -1.476



#2
A structure of composition C6H7NO2. Source: the Open Molecules 2025 dataset; level of theory: ωB97M-V/def2-TZVPD.

The value obtained for the HOMO-LUMO gap is 0.3769 Ha.

Atoms and positions in Å:
1 C 1.317 -1.671 0.039
2 C -0.510 0.119 0.716
3 C -1.610 -0.288 -0.179
4 C -2.534 -0.766 -0.785
5 C 0.005 1.571 0.474
6 C 1.200 0.837 -0.210
7 H 1.365 -2.354 0.936
8 H 0.663 -2.217 -0.670
9 H 2.408 -1.639 -0.388
10 H -0.538 -0.209 1.730
11 H -3.444 -1.167 -1.266
12 H 0.361 1.894 1.535
13 H -0.710 2.494 -1.231
14 N 0.860 -0.348 0.301
15 O -0.882 2.546 0.026
16 O 2.049 1.198 -1.028



It is #2 that is most stable; the runner-up trails by 139.0 kcal/mol.



#1
The molecule C15H16. Source: the Open Molecules 2025 dataset; level of theory: ωB97M-V/def2-TZVPD.

As for the SMILES: C=C(C)C1=CC2=C(C=CC2=C)C(C)=CC1. The value obtained for the HOMO-LUMO gap is 0.2623 Ha.

Atoms and positions in Å:
1 C 2.010 0.067 -3.103
2 C -1.609 3.144 -1.144
3 C 2.272 -2.064 -1.794
4 C 2.055 -2.445 -0.450
5 C 0.292 0.874 -0.552
6 C 1.818 -0.761 -1.967
7 C 1.089 -0.349 -0.767
8 C 1.201 -1.346 0.145
9 C -1.689 2.269 -0.050
10 C 0.453 -1.451 1.429
11 C -0.807 -0.989 1.667
12 C -0.950 0.930 -0.004
13 C -2.616 2.629 1.136
14 C 1.229 -2.157 2.451
15 C -1.623 -0.254 0.546
16 H 1.659 1.027 -3.063
17 H 2.463 -0.440 -4.004
18 H -0.903 2.772 -1.893
19 H -2.047 4.135 -1.173
20 H 2.814 -2.692 -2.507
21 H 2.356 -3.351 0.051
22 H 0.657 1.758 -1.118
23 H -1.307 -1.237 2.627
24 H -2.199 2.276 2.111
25 H -3.652 2.209 0.887
26 H -2.873 3.678 1.349
27 H 0.670 -2.221 3.302
28 H 2.277 -1.797 2.632
29 H 1.320 -3.247 2.270
30 H -2.521 0.045 1.136
31 H -1.839 -1.013 -0.150



#2
The molecule C15H16. Source: the Open Molecules 2025 dataset; level of theory: ωB97M-V/def2-TZVPD.

As for the SMILES: C=C(C)C1=CC2=C(C=CC2=C)C(C)=CC1. The value obtained for the HOMO-LUMO gap is 0.2488 Ha.

Atoms and positions in Å:
1 C -3.047 1.803 0.889
2 C 1.214 2.363 -2.567
3 C -2.484 -0.087 2.423
4 C -1.376 -0.876 2.606
5 C -0.082 1.308 -0.075
6 C -2.156 0.871 1.396
7 C -0.755 0.626 1.028
8 C -0.293 -0.463 1.766
9 C 1.947 1.999 -1.452
10 C 0.986 -1.118 1.642
11 C 2.106 -0.408 1.210
12 C 1.301 1.464 -0.203
13 C 3.462 2.012 -1.490
14 C 1.141 -2.577 1.925
15 C 2.108 1.071 1.012
16 H -2.816 2.461 0.051
17 H -4.027 1.873 1.313
18 H 1.697 2.665 -3.464
19 H 0.144 2.357 -2.515
20 H -3.454 -0.140 2.891
21 H -1.362 -1.701 3.339
22 H -0.793 1.705 -0.775
23 H 3.077 -0.894 1.087
24 H 3.840 2.334 -2.437
25 H 3.842 1.023 -1.285
26 H 3.871 2.723 -0.751
27 H 0.778 -2.861 2.903
28 H 2.191 -2.883 1.891
29 H 0.580 -3.197 1.203
30 H 3.139 1.423 0.960
31 H 1.626 1.530 1.885



It is #2 that is most stable; the runner-up trails by 33.1 kcal/mol.



#1
The molecule C4H8FNO. Source: the Open Molecules 2025 dataset; level of theory: ωB97M-V/def2-TZVPD.

As for the SMILES: CC(=O)[C@](C)(N)F. The value obtained for the HOMO-LUMO gap is 0.3905 Ha.

Atoms and positions in Å:
1 C 0.558 -0.622 -0.604
2 C -0.476 -1.181 -1.537
3 C -0.791 1.334 0.309
4 C -0.021 0.082 0.627
5 N 1.416 0.600 1.629
6 O 1.738 -0.683 -0.814
7 F -0.743 -0.788 1.390
8 H -1.253 -1.710 -0.992
9 H -0.935 -0.349 -2.076
10 H 0.002 -1.842 -2.257
11 H -0.204 1.959 -0.360
12 H -1.735 1.068 -0.167
13 H -0.994 1.885 1.223
14 H 2.180 0.152 1.133
15 H 1.260 0.095 2.496



#2
A structure of composition C4H8FNO. Source: the Open Molecules 2025 dataset; level of theory: ωB97M-V/def2-TZVPD.

The value obtained for the HOMO-LUMO gap is 0.3675 Ha.

Atoms and positions in Å:
1 C -1.003 0.288 0.017
2 C -2.140 -0.820 -0.233
3 C 0.075 -0.219 0.900
4 C 1.800 0.025 0.117
5 N 1.812 1.059 -0.801
6 O -0.976 1.272 -0.663
7 F 2.291 -1.144 -0.358
8 H -1.637 -1.625 -0.598
9 H -2.852 -0.394 -1.009
10 H -2.771 -0.931 0.606
11 H 0.357 0.495 1.654
12 H -0.245 -1.196 1.235
13 H 2.337 0.268 1.101
14 H 1.085 0.933 -1.477
15 H 1.868 1.988 -0.492



It is #1 that is most stable; the runner-up trails by 15.6 kcal/mol.



#1
A cluster of 12 separate species, CH27O12 in total. Source: the Open Molecules 2025 dataset; level of theory: ωB97M-V/def2-TZVPD.

As for the charge: +1. The value obtained for the HOMO-LUMO gap is 0.1218 Ha.

Atoms and positions in Å:
1 O 4.233 -1.526 -4.006
2 H 4.751 -2.285 -3.727
3 H 3.751 -1.856 -4.768
4 H 3.699 -1.223 -3.269
5 O 0.316 -4.794 -1.821
6 H -0.372 -4.628 -2.469
7 H 0.961 -5.443 -2.112
8 H 0.766 -3.986 -1.563
9 C -0.064 0.652 -0.109
10 O 1.093 -0.175 -0.216
11 H -0.769 0.271 0.630
12 H 0.107 1.724 -0.010
13 H -0.707 0.722 -0.987
14 O 4.125 -1.959 3.849
15 H 3.179 -1.812 3.881
16 H 4.322 -2.051 2.917
17 O -4.890 -2.268 -2.903
18 H -4.641 -1.465 -2.445
19 H -4.135 -2.474 -3.454
20 O -0.253 -2.043 5.890
21 H -0.966 -1.575 5.456
22 H -0.677 -2.795 6.305
23 O 0.820 2.350 4.939
24 H 0.383 2.178 4.105
25 H 1.086 1.486 5.254
26 O -4.212 -3.750 2.235
27 H -4.806 -4.229 1.657
28 H -3.570 -4.403 2.515
29 O -4.328 4.412 1.296
30 H -3.851 4.969 1.912
31 H -3.699 4.233 0.597
32 O -3.485 1.850 -5.231
33 H -3.198 1.895 -4.319
34 H -2.827 1.304 -5.663
35 O 5.473 2.109 0.208
36 H 5.973 1.307 0.359
37 H 4.741 1.835 -0.345
38 O 0.170 7.793 -1.477
39 H 0.830 7.139 -1.247
40 H 0.670 8.512 -1.864



#2
A cluster of 12 separate species, CH27O12 in total. Source: the Open Molecules 2025 dataset; level of theory: ωB97M-V/def2-TZVPD.

As for the charge: +1. The value obtained for the HOMO-LUMO gap is 0.1891 Ha.

Atoms and positions in Å:
1 O 0.917 2.723 -2.497
2 H 1.140 1.810 -2.715
3 H 1.540 2.997 -1.813
4 H 1.039 3.279 -3.278
5 O 2.802 -0.600 -1.013
6 H 2.804 -1.094 -1.841
7 H 3.007 0.314 -1.227
8 H 1.993 -0.675 -0.471
9 C -0.159 0.521 0.373
10 O 0.580 -0.646 0.638
11 H 0.091 0.970 -0.594
12 H -1.233 0.334 0.313
13 H -0.156 1.254 1.183
14 O -4.252 0.823 0.082
15 H -3.540 1.227 0.582
16 H -5.046 1.051 0.568
17 O 2.829 1.900 2.234
18 H 2.496 1.912 1.336
19 H 3.507 2.578 2.250
20 O -0.988 0.651 -3.790
21 H -0.747 0.687 -4.718
22 H -0.170 0.443 -3.336
23 O -0.629 -2.531 2.658
24 H -0.152 -1.883 2.136
25 H -1.312 -2.028 3.104
26 O -3.607 -2.316 1.007
27 H -2.739 -2.209 0.614
28 H -3.695 -1.570 1.602
29 O 2.737 -2.498 1.709
30 H 2.003 -2.092 1.244
31 H 2.405 -3.356 1.980
32 O 1.210 0.270 3.461
33 H 1.875 0.847 3.073
34 H 0.689 -0.036 2.715
35 O -0.069 -2.787 -1.103
36 H 0.062 -2.094 -0.450
37 H -0.479 -3.504 -0.616
38 O -2.295 2.158 -1.726
39 H -2.726 1.419 -1.290
40 H -1.735 1.755 -2.388



It is #2 that is most stable; the runner-up trails by 84.3 kcal/mol.



#1
A cluster of 4 separate species, C3H15NO3S in total. Source: the Open Molecules 2025 dataset; level of theory: ωB97M-V/def2-TZVPD.

As for the SMILES: CNCCS.O.O.O. The value obtained for the HOMO-LUMO gap is 0.3517 Ha.

Atoms and positions in Å:
1 C 1.266 -1.092 -2.030
2 N 0.332 -1.539 -1.000
3 C -0.814 -0.592 -0.838
4 C -1.686 -1.062 0.386
5 S -2.036 0.179 1.594
6 H 1.975 -0.335 -1.590
7 H 0.824 -0.649 -2.996
8 H 2.018 -1.818 -2.354
9 H -0.070 -2.442 -1.307
10 H -0.421 0.481 -0.795
11 H -1.643 -0.624 -1.632
12 H -2.666 -1.451 0.053
13 H -1.300 -1.994 0.886
14 H -3.288 -0.078 2.204
15 H 2.282 0.755 0.649
16 H 2.999 2.084 0.756
17 O 2.276 1.671 0.238
18 H 0.622 2.233 -0.477
19 H -0.308 3.105 -0.044
20 O -0.004 2.857 -0.950
21 H 2.595 -1.598 0.619
22 H 0.991 -1.080 0.439
23 O 1.860 -1.055 0.959



#2
A cluster of 4 separate species, C3H15NO3S in total. Source: the Open Molecules 2025 dataset; level of theory: ωB97M-V/def2-TZVPD.

As for the SMILES: CNCCS.O.O.O. The value obtained for the HOMO-LUMO gap is 0.3355 Ha.

Atoms and positions in Å:
1 C 1.834 -2.058 1.021
2 N 0.638 -2.603 0.364
3 C 0.210 -1.849 -0.863
4 C -0.734 -0.659 -0.591
5 S -2.434 -0.829 -1.188
6 H 1.637 -0.990 1.023
7 H 2.800 -2.027 0.470
8 H 2.219 -2.654 1.818
9 H 0.605 -3.597 0.286
10 H 1.161 -1.409 -1.309
11 H -0.052 -2.586 -1.678
12 H -0.714 -0.598 0.526
13 H -0.148 0.243 -0.942
14 H -2.671 0.481 -1.133
15 H -0.139 0.801 0.919
16 H -0.491 1.637 2.297
17 O -0.407 1.639 1.343
18 H -0.291 3.554 0.629
19 H -0.414 3.640 -0.814
20 O -0.157 4.206 -0.072
21 H 2.834 2.105 -0.067
22 H 2.449 2.028 1.319
23 O 2.862 1.435 0.663



It is #1 that is most stable; the runner-up trails by 3.3 kcal/mol.